Record 1
30
Properties=species:S:1:pos:R:3 method="wB97M-V/def2-TZVPD" relative_energy_kcal_mol=26.7 homo_lumo_gap_ev=9.661
O -2.29496 0.52079 -2.54511
O 2.26360 -0.03526 -1.07073
O -0.13144 0.23091 -2.02512
O -1.34887 -1.52776 0.43543
O 2.05019 -2.25811 -0.71850
N 0.56263 -2.58846 1.97489
N -0.63217 0.58826 0.63607
C 0.63690 -1.17901 1.75768
C -0.53713 -0.75192 0.90706
C -1.54279 1.06370 -0.33053
C 0.03897 1.68456 1.27831
C 2.21993 -1.13569 -0.32701
C -1.38652 0.51894 -1.71720
C 1.99914 -0.80062 1.13975
C -0.90600 2.92042 1.05641
C -1.46368 2.55965 -0.31884
H 2.80824 -1.08563 1.83937
H 2.53959 -0.35011 -1.94477
H -0.68278 2.91160 -1.03260
H -0.06479 -0.01749 -2.99430
H 0.62329 -3.07579 1.04025
H -0.33109 -2.87879 2.45328
H 0.47294 -0.65867 2.69654
H -0.33717 3.88740 0.97945
H -1.67906 3.03648 1.81671
H 2.08269 0.28760 1.11336
H -2.34675 3.15011 -0.54935
H 1.00180 1.85870 0.76730
H 0.28980 1.40629 2.32466
H -2.55098 0.80503 -0.06808

=====

Record 2
40
Properties=species:S:1:pos:R:3 method="wB97M-V/def2-TZVPD" charge=+1 multiplicity=2 relative_energy_kcal_mol=19.2 homo_lumo_gap_ev="11.081 / 5.263" s2=0.755
O -0.83808 -2.17978 -2.42690
O -2.65314 -0.98473 0.84696
O -2.32186 -0.08165 -1.65848
O 1.18747 -0.64841 -2.40653
O -0.38973 1.50067 -2.65488
O -1.80098 0.28587 3.02267
O -1.13902 -3.07584 0.07756
N 1.06206 -0.84700 0.38788
C 1.16370 1.64342 0.55763
C 0.52711 0.34954 1.09700
C 0.08538 2.71851 0.39155
C 2.25800 2.16220 1.50781
C 2.34457 -1.31864 0.92580
H -1.16897 1.07069 -2.23503
H 0.50614 3.67163 -0.07787
H 0.06195 -1.60075 -2.42273
H -1.84089 -0.87043 -1.94529
H 0.62127 0.29964 2.18360
H -1.01395 -2.83230 -0.90058
H 3.04621 1.45156 1.62769
H 3.14474 -0.53596 0.78213
H 0.76349 0.20165 -2.56913
H -2.65452 -0.52051 0.04095
H 0.36572 -1.59398 0.44610
H -0.12843 2.19085 -2.02769
H -2.10019 -0.16045 2.21173
H 1.66661 1.40828 -0.43052
H -0.33143 2.99557 1.34320
H -3.11826 -0.07121 -2.12449
H 2.74487 3.06230 1.06898
H -1.43797 -3.96708 0.09786
H 2.65814 -2.17330 0.39077
H -0.60300 0.33698 0.90625
H -2.18452 -1.80278 0.65968
H 1.42220 -0.61855 -1.41993
H 2.29282 -1.54458 2.02427
H -2.40628 -0.02810 3.67237
H -0.88823 -2.63097 -3.23238
H -0.72754 2.37307 -0.18770
H 1.82455 2.36458 2.44967

=====

Record 3
18
Properties=species:S:1:pos:R:3 method="wB97M-V/def2-TZVPD" charge=-1 relative_energy_kcal_mol=54.2 homo_lumo_gap_ev=8.252
S 1.49648 -1.52854 1.14368
O 2.87917 -2.03969 1.30798
O -0.86429 -0.11875 1.49693
O 1.49097 -0.97329 -0.35020
O 1.37542 1.56613 -2.27678
C 0.54470 1.32427 -1.42774
C -1.45005 1.78392 0.01365
C 0.35878 -2.98865 1.00008
C -0.66325 2.33111 -1.18912
C -0.58867 0.53713 0.50224
C 0.35100 0.36967 -0.46116
H -0.51999 -2.52101 0.64997
H 0.48951 -3.52423 1.93718
H 0.60445 -3.73178 0.10683
H -1.13526 2.36153 -2.07855
H -2.29858 1.33717 -0.27329
H -0.47392 3.38963 -0.87113
H -1.59645 2.42538 0.76943